DFT (ωB97M-V/def2-TZVPD) results for a 9-piece molecular cluster, C18H57N3O12 overall.

Structure (XYZ):
```
90
Properties=species:S:1:pos:R:3:mulliken_charge:R:1
C -2.524 -0.981 -2.477 -0.415
O -3.691 -1.405 -3.138 -0.417
C -4.731 -1.794 -2.257 -0.193
C -6.024 -1.758 -3.068 -0.793
N -7.134 -1.996 -2.158 -0.181
C -8.410 -2.325 -2.793 -0.590
C -9.483 -2.458 -1.729 -0.425
O -10.667 -2.907 -2.376 -0.306
C -11.765 -2.904 -1.491 -0.729
H -2.113 -1.821 -1.893 0.447
H -2.733 -0.205 -1.736 0.032
H -1.761 -0.803 -3.229 0.234
H -4.793 -1.052 -1.452 0.141
H -4.570 -2.794 -1.853 0.247
H -5.967 -2.516 -3.853 0.354
H -6.104 -0.818 -3.628 0.295
H -7.234 -1.177 -1.568 0.221
H -8.227 -3.259 -3.327 0.290
H -8.667 -1.566 -3.544 0.273
H -9.655 -1.500 -1.226 0.316
H -9.219 -3.234 -1.004 0.349
H -12.638 -3.246 -2.049 0.262
H -12.028 -1.881 -1.197 0.300
H -11.601 -3.562 -0.635 0.290
C 6.067 4.511 -0.862 -0.837
O 5.533 3.209 -0.946 -0.215
C 5.017 2.939 -2.263 -0.669
C 4.278 1.612 -2.146 -0.810
N 3.048 1.772 -1.347 0.383
C 1.878 2.014 -2.190 -1.057
C 0.663 2.287 -1.340 -0.064
O 0.757 3.584 -0.786 -0.398
C -0.453 4.208 -0.440 -0.794
H 6.255 4.741 0.187 0.233
H 5.393 5.264 -1.275 0.338
H 7.053 4.578 -1.338 0.316
H 5.892 2.934 -2.926 0.485
H 4.368 3.784 -2.524 0.342
H 4.934 0.849 -1.725 0.380
H 4.046 1.305 -3.172 0.378
H 3.205 2.660 -0.872 -0.100
H 1.623 1.109 -2.748 0.370
H 2.073 2.858 -2.863 0.372
H 0.484 1.484 -0.614 0.067
H -0.231 2.275 -1.986 0.529
H -0.237 5.272 -0.348 0.238
H -0.833 3.806 0.501 0.265
H -1.210 4.145 -1.230 0.342
C 0.995 1.943 2.536 -0.450
O 2.150 1.148 2.412 -0.161
C 3.280 1.966 2.290 -0.677
C 4.576 1.173 2.305 -0.614
N 4.460 0.116 3.294 0.089
C 5.752 -0.514 3.518 -0.728
C 5.691 -1.514 4.668 -0.706
O 4.703 -2.486 4.435 -0.186
C 4.973 -3.653 5.161 -0.828
H 0.845 2.512 1.612 0.015
H 1.059 2.588 3.418 0.371
H 0.138 1.280 2.629 0.100
H 3.311 2.721 3.092 0.540
H 3.198 2.573 1.377 0.185
H 5.385 1.918 2.425 0.440
H 4.819 0.801 1.307 0.147
H 4.211 0.533 4.187 0.157
H 6.558 0.199 3.765 0.389
H 6.130 -1.059 2.648 0.296
H 5.425 -0.980 5.598 0.341
H 6.700 -1.841 4.949 0.438
H 5.888 -4.174 4.856 0.313
H 4.172 -4.389 5.111 0.237
H 5.078 -3.410 6.229 0.311
O -2.707 0.596 0.715 -0.566
H -3.249 0.193 1.405 0.244
H -3.341 0.986 0.102 0.249
O 0.583 -1.497 -2.088 -0.477
H 0.189 -1.236 -2.927 0.229
H 1.521 -1.616 -2.277 0.179
O 1.962 -3.525 -0.111 -0.495
H 1.533 -4.386 -0.058 0.247
H 2.236 -3.453 -1.030 0.256
O 3.093 -0.738 0.140 -0.543
H 3.219 0.149 -0.251 0.198
H 3.593 -1.334 -0.431 0.295
O -1.194 -1.425 3.498 -0.530
H -1.434 -1.219 4.409 0.281
H -2.032 -1.500 3.031 0.263
O -0.279 -0.969 0.680 -0.342
H 0.121 -1.085 -0.202 0.110
H -1.175 -0.629 0.507 0.293
```

Computed properties:
- relative energy (zero: lowest compared OMol25 entry of this formula, charge and spin) (eV) = 2.3483
- LUMO (eV) = 0.1588
- HOMO level (eV) = -7.97
- SMILES string = COCCNCCOC.COCCNCCOC.COCCNCCOC.O.O.O.O.O.O